Below is a 8-piece molecular cluster, C38H43F5O7S overall, with properties calculated with ωB97M-V/def2-TZVPD.

For the energy relative to the best compared isomer or geometry (same formula, charge and spin), the calculation gives 50.5 kcal/mol.

Last column: Mulliken charge in e.
Atoms and positions in Å:
F  22.7158  -6.7180  38.3808  -0.31
C  22.5898  -6.2961  37.1230  0.45
C  21.4762  -6.7388  36.3950  -0.49
C  21.1350  -6.0731  35.2243  -0.40
C  21.9838  -5.1570  34.6590  -0.59
C  23.0901  -4.6867  35.3378  -0.29
C  23.4001  -5.2476  36.6108  -0.71
H  20.7976  -7.4952  36.7609  0.40
H  20.3248  -6.4520  34.6191  0.46
H  21.7486  -4.7360  33.6927  0.41
H  23.7074  -3.9669  34.8209  0.60
H  24.3184  -4.9886  37.1168  0.47
F  14.9738  0.5027  38.3862  -0.31
C  16.1033  0.9197  37.8029  0.31
C  16.6427  2.1716  37.9897  -0.44
C  17.7732  2.5787  37.2983  -0.54
C  18.4206  1.6752  36.5112  -0.33
C  17.9882  0.3477  36.3660  -0.32
C  16.7840  -0.0257  37.0097  -0.55
H  16.1721  2.7746  38.7521  0.41
H  18.2613  3.5175  37.5150  0.41
H  19.3747  1.9218  36.0692  0.39
H  18.4506  -0.4580  35.8151  0.50
H  16.4299  -1.0320  36.8414  0.49
F  20.5629  3.7480  31.4932  -0.32
C  21.5595  3.6447  32.4841  0.06
C  21.7785  2.4323  33.1614  -0.25
C  22.8193  2.3814  34.1299  -0.21
C  23.5242  3.4754  34.4297  0.31
C  23.3225  4.6880  33.8329  -0.95
C  22.2915  4.7302  32.8145  -0.33
H  21.2229  1.5298  32.9536  0.51
H  22.8815  1.4763  34.7159  -0.12
H  24.3298  3.4991  35.1487  0.33
H  23.8997  5.5940  33.9447  0.43
H  22.1291  5.7087  32.3873  0.38
F  17.5101  -3.8621  30.0054  -0.30
C  17.2084  -2.5727  30.0277  0.47
C  17.0768  -1.9379  31.2612  -0.71
C  17.0643  -0.5727  31.3004  -0.16
C  17.1436  0.1942  30.1135  -0.85
C  17.3049  -0.4913  28.9125  -0.15
C  17.4090  -1.8584  28.8350  -0.61
H  17.0395  -2.5114  32.1756  0.58
H  17.0564  -0.1143  32.2783  0.58
H  17.1722  1.2683  30.2222  0.40
H  17.4891  0.0062  27.9718  0.33
H  17.5978  -2.2574  27.8493  0.43
F  26.7771  -0.5241  36.4025  -0.22
C  27.2861  0.7068  36.3182  0.16
C  28.6385  0.8945  35.9252  -0.47
C  29.0686  2.1893  35.7473  -0.51
C  28.2526  3.2627  36.0313  -0.45
C  26.9376  3.1079  36.4577  -0.69
C  26.4922  1.7877  36.5886  0.22
H  29.2944  0.0941  35.6160  0.39
H  30.0777  2.3972  35.4236  0.36
H  28.6104  4.2705  35.8808  0.35
H  26.3306  3.9551  36.7407  0.46
H  25.5061  1.5982  36.9860  0.40
C  21.1560  0.8859  39.4394  -0.65
S  22.6535  1.9638  39.1469  0.32
O  23.7012  0.9431  38.6906  -0.52
C  21.9149  2.7830  37.6223  -0.04
H  20.2391  1.4629  39.5600  0.36
H  21.2419  0.2989  40.3538  0.41
H  20.9591  0.1245  38.6848  -0.03
H  21.5511  1.9203  37.0644  -0.37
H  22.7417  3.2634  37.0991  0.22
H  20.9955  3.2871  37.9201  0.37
C  23.7254  -1.0914  35.9927  -0.09
O  23.0955  -1.3232  34.8230  -0.54
C  21.7965  -1.1904  34.5832  0.64
O  21.0384  -0.5075  35.2458  -0.25
O  21.5036  -1.7544  33.4131  -0.41
C  20.1929  -1.6450  32.9007  -0.54
H  24.6400  -1.6835  36.0255  0.22
H  23.1036  -1.4962  36.7913  0.30
H  24.0601  -0.0549  36.0324  -0.07
H  19.4274  -2.1805  33.4622  0.14
H  20.1873  -1.9661  31.8590  0.36
H  19.8181  -0.6353  32.7332  0.22
C  16.2800  -5.7311  36.1359  -0.73
O  17.5103  -5.3287  36.6645  -0.36
C  18.1173  -4.2193  36.3639  0.85
O  17.7376  -3.3890  35.5214  -0.57
O  19.1786  -4.1423  37.1540  -0.28
C  20.0255  -2.9721  37.1845  -0.08
H  16.1646  -5.7622  35.0525  0.31
H  15.5095  -5.0574  36.5108  0.32
H  15.8954  -6.6877  36.4895  0.26
H  20.5771  -2.9667  38.1246  0.40
H  19.7321  -1.9256  37.1009  0.04
H  20.9364  -3.0776  36.5952  -0.14